1.
A single C3H8N2O molecule. Source: OMol25; level of theory: wB97M-V/def2-TZVPD.

Structure (XYZ):
```
14
Properties=species:S:1:pos:R:3:forces:R:3:mulliken_charge:R:1
N 0.380 0.864 -1.460 -1.5 -0.8 0.9 -0.65
C -0.030 -0.330 -0.681 -0.2 -0.1 -0.4 0.53
C 0.986 -1.438 -0.706 0.8 -1.0 0.2 -1.40
C -0.372 0.088 0.755 0.6 0.9 -0.7 0.32
N -1.260 1.150 0.801 1.2 -1.3 -0.2 -0.39
O 0.175 -0.391 1.716 -0.6 -0.5 0.4 -0.57
H 0.766 1.531 -0.815 0.9 0.2 -0.5 0.24
H 0.916 0.568 -2.254 0.5 0.5 0.0 0.23
H -0.979 -0.706 -1.087 0.1 0.0 -0.1 0.16
H 1.897 -1.165 -0.195 0.3 0.4 0.3 0.31
H 0.686 -2.357 -0.198 -0.5 0.2 0.1 0.34
H 1.320 -1.785 -1.688 -0.4 0.4 -0.3 0.38
H -1.896 1.136 1.563 -0.4 0.7 0.4 0.23
H -1.323 1.664 -0.056 -0.9 0.1 -0.1 0.25
```
Positions in Å, forces in eV/Å.

As for the total energy: -8268.55218 eV. The relative energy (zero: lowest compared OMol25 entry of this formula, charge and spin) is 17.8 kcal/mol. Its structure (SMILES) is C[C@H](N)C(N)=O. Its frontier orbital gap is 10.60 eV. The charge is 0.

***

2.
A single C3H8N2O molecule. Source: OMol25; level of theory: wB97M-V/def2-TZVPD.

Structure (XYZ):
```
14
Properties=species:S:1:pos:R:3:forces:R:3:mulliken_charge:R:1
C 0.880 0.380 0.369 0.5 1.6 0.2 -0.30
C -0.572 0.069 0.660 -1.4 -3.9 0.6 -0.51
C -1.231 -0.610 -0.678 2.1 0.4 3.4 0.36
N -0.549 -1.743 -1.190 -0.4 0.2 -1.9 -0.39
O -2.189 0.025 -1.005 -0.7 -1.0 -2.4 -0.52
N 1.296 1.709 0.921 -2.1 -1.0 1.2 -0.61
H 1.619 -0.373 0.696 -0.6 0.1 0.0 0.27
H 0.908 0.425 -0.708 0.5 -0.1 -0.6 0.28
H -0.695 -0.715 1.537 0.3 1.5 -1.5 0.21
H -1.354 0.843 0.831 1.3 0.0 0.1 0.30
H -0.355 -2.019 -2.176 -1.3 1.0 0.9 0.21
H -0.065 -2.425 -0.642 0.1 0.6 1.1 0.23
H 0.418 2.246 1.093 1.3 -0.3 -0.4 0.25
H 1.888 2.188 0.293 0.5 0.7 -0.7 0.22
```
Positions in Å, forces in eV/Å.

As for the total energy: -8267.38451 eV. The relative energy (zero: lowest compared OMol25 entry of this formula, charge and spin) is 44.8 kcal/mol. Its structure (SMILES) is NCCC(N)=O. Its frontier orbital gap is 9.90 eV. The charge is 0.

***

3.
A single C3H8N2O molecule. Source: OMol25; level of theory: wB97M-V/def2-TZVPD.

Structure (XYZ):
```
14
Properties=species:S:1:pos:R:3:forces:R:3:mulliken_charge:R:1
C -0.922 0.783 1.198 -0.1 0.1 0.1 -0.98
N -0.034 0.092 0.280 -0.2 -0.1 -0.1 0.05
C 1.273 0.688 0.037 0.2 0.0 0.0 -0.91
C -0.624 -0.642 -0.744 -0.4 0.1 0.1 0.48
O -1.781 -0.509 -1.105 0.2 0.0 0.3 -0.61
N 0.207 -1.578 -1.338 0.0 0.1 0.0 -0.48
H -1.857 0.226 1.261 0.1 0.1 0.0 0.35
H -0.456 0.799 2.191 -0.1 0.0 -0.2 0.34
H -1.168 1.818 0.919 0.1 -0.2 -0.2 0.32
H 1.306 1.234 -0.915 0.0 0.0 0.1 0.32
H 1.502 1.395 0.840 -0.1 -0.2 -0.1 0.37
H 2.061 -0.070 0.016 0.0 0.1 0.0 0.26
H -0.334 -2.184 -1.947 0.3 0.1 0.2 0.26
H 0.827 -2.052 -0.695 0.0 0.0 -0.2 0.24
```
Positions in Å, forces in eV/Å.

As for the total energy: -8268.86542 eV. The relative energy (zero: lowest compared OMol25 entry of this formula, charge and spin) is 10.6 kcal/mol. Its structure (SMILES) is CN(C)C(N)=O. Its frontier orbital gap is 10.02 eV. The charge is 0.

***

4.
A single C3H8N2O molecule. Source: OMol25; level of theory: wB97M-V/def2-TZVPD.

Structure (XYZ):
```
14
Properties=species:S:1:pos:R:3:forces:R:3:mulliken_charge:R:1
C 2.027 -0.829 0.369 0.3 -0.1 -0.1 -0.78
N 0.828 -0.338 1.030 0.0 -0.2 0.3 -0.33
C -0.347 -0.489 0.202 0.0 -0.1 -0.1 0.44
O -0.846 -1.536 -0.163 0.1 0.4 0.2 -0.63
N -0.736 0.763 -0.107 0.1 -0.1 0.1 -0.16
C -1.894 1.113 -0.893 -0.1 0.0 -0.1 -0.74
H 2.002 -1.906 0.180 0.1 0.0 0.0 0.31
H 2.897 -0.579 0.980 -0.1 -0.1 -0.1 0.29
H 2.130 -0.314 -0.592 0.0 -0.1 0.1 0.29
H 0.670 -0.809 1.911 0.1 -0.2 0.0 0.23
H -0.112 1.391 0.383 -0.6 0.5 -0.4 0.25
H -2.668 1.591 -0.281 0.1 -0.1 -0.1 0.27
H -1.628 1.782 -1.719 0.0 -0.1 0.2 0.27
H -2.302 0.187 -1.309 0.1 0.2 0.1 0.30
```
Positions in Å, forces in eV/Å.

As for the total energy: -8268.55732 eV. The relative energy (zero: lowest compared OMol25 entry of this formula, charge and spin) is 17.7 kcal/mol. Its structure (SMILES) is CNC(=O)NC. Its frontier orbital gap is 10.31 eV. The charge is 0.

***

5.
2 unconnected molecules or ions with the total composition C3H8N2O. Source: OMol25; level of theory: wB97M-V/def2-TZVPD.

Structure (XYZ):
```
14
Properties=species:S:1:pos:R:3:forces:R:3:mulliken_charge:R:1
C -0.360 3.202 1.716 -1.2 1.0 0.1 -0.70
C -0.602 4.168 -0.380 -0.7 0.4 -0.2 -0.24
N -0.631 3.100 0.283 1.8 -0.3 -0.1 -0.38
H -0.523 2.259 2.226 0.1 0.0 0.0 0.23
H 0.660 3.563 1.816 0.2 -0.5 0.1 0.29
H -0.944 3.997 2.209 -0.2 -0.2 0.0 0.30
H -0.308 4.177 -1.430 -0.7 -0.3 -0.2 0.26
H -0.908 5.147 0.022 0.7 0.1 0.3 0.24
C 0.562 -3.206 -0.314 -0.2 -0.5 0.0 0.15
N -0.369 -3.719 -1.166 0.8 0.5 0.6 -0.35
O 1.688 -3.642 -0.260 0.2 0.3 0.1 -0.55
H 0.191 -2.400 0.338 0.0 0.0 0.0 0.29
H -1.304 -3.361 -1.155 -0.1 -0.2 -0.5 0.22
H 0.050 -4.336 -1.842 -0.7 -0.2 -0.2 0.24
```
Positions in Å, forces in eV/Å.

As for the total energy: -8267.09656 eV. The relative energy (zero: lowest compared OMol25 entry of this formula, charge and spin) is 51.4 kcal/mol. Its structure (SMILES) is C=NC.NC=O. Its frontier orbital gap is 10.26 eV. The charge is 0.

***

6.
A single C3H8N2O molecule. Source: OMol25; level of theory: wB97M-V/def2-TZVPD.

Structure (XYZ):
```
14
Properties=species:S:1:pos:R:3:forces:R:3:mulliken_charge:R:1
N -1.842 0.024 1.768 2.4 -1.7 -2.6 -0.42
C -0.674 -0.707 1.111 -3.3 1.1 -1.2 -0.28
C -0.391 0.269 -0.237 0.5 -3.5 2.4 0.30
N 0.456 -0.344 -1.108 3.5 -0.1 -4.1 -0.26
C 1.684 0.495 -1.507 0.4 0.1 2.4 -0.71
O -0.493 1.437 -0.201 -0.8 2.2 0.5 -0.47
H -1.575 0.293 2.637 -0.2 1.0 3.0 0.15
H -2.791 -0.128 1.498 0.1 -0.3 0.2 0.17
H -1.063 -1.782 0.889 1.3 1.8 -0.1 0.21
H 0.267 -0.727 1.768 -1.5 0.2 -1.1 0.26
H 0.399 -0.891 -2.018 -1.6 0.4 2.5 0.30
H 2.108 -0.238 -2.233 0.9 1.2 0.8 0.29
H 2.263 0.755 -0.484 -0.7 -1.4 -2.3 0.20
H 1.653 1.543 -1.883 -1.0 -1.0 -0.5 0.24
```
Positions in Å, forces in eV/Å.

As for the total energy: -8265.66560 eV. The relative energy (zero: lowest compared OMol25 entry of this formula, charge and spin) is 84.4 kcal/mol. Its structure (SMILES) is CNC(=O)CN. Its frontier orbital gap is 9.52 eV. The charge is 0.

***

7.
A single C3H8N2O molecule. Source: OMol25; level of theory: wB97M-V/def2-TZVPD.

Structure (XYZ):
```
14
Properties=species:S:1:pos:R:3:forces:R:3:mulliken_charge:R:1
C -2.596 0.744 0.278 0.1 0.4 0.1 -0.80
N -1.298 -0.389 0.322 -0.1 -0.2 0.0 -0.35
C -0.110 -0.183 -0.433 0.0 0.1 -0.2 0.61
O -0.149 0.181 -1.586 0.0 -0.1 0.4 -0.57
N 1.034 -0.455 0.256 -0.1 0.1 0.1 -0.22
C 2.320 -0.184 -0.359 0.2 0.0 -0.1 -0.76
H -2.485 1.237 1.254 0.0 -0.1 -0.2 0.17
H -2.240 -0.645 -0.151 0.2 -0.2 0.0 0.43
H -2.199 1.412 -0.496 -0.1 -0.1 0.1 0.17
H -1.216 -0.836 1.228 0.0 0.1 -0.1 0.24
H 0.995 -0.512 1.262 0.0 0.0 -0.1 0.22
H 2.573 0.883 -0.329 0.0 -0.2 0.0 0.28
H 3.095 -0.755 0.157 -0.1 0.1 -0.1 0.30
H 2.277 -0.497 -1.402 0.0 0.0 0.1 0.29
```
Positions in Å, forces in eV/Å.

As for the total energy: -8265.01586 eV. The relative energy (zero: lowest compared OMol25 entry of this formula, charge and spin) is 99.4 kcal/mol. Its frontier orbital gap is 8.36 eV. The charge is 0.

***

8.
A single C3H8N2O molecule. Source: OMol25; level of theory: wB97M-V/def2-TZVPD.

Structure (XYZ):
```
14
Properties=species:S:1:pos:R:3:forces:R:3:mulliken_charge:R:1
C -0.061 -1.091 0.517 -0.9 -2.6 1.1 -1.15
C -0.599 0.951 -0.823 2.6 1.9 -0.8 -1.83
C -0.836 0.170 0.319 -2.7 -1.6 2.5 1.20
N -2.567 -0.254 0.057 2.1 0.4 0.7 -0.03
N -0.500 1.028 1.489 -4.1 -1.2 0.7 -0.72
O -2.741 -0.212 -1.102 -0.8 -0.3 0.2 -0.24
H 0.919 -0.886 0.033 -0.1 -0.6 1.1 0.28
H -0.178 -1.272 1.670 1.4 0.1 -2.1 0.28
H -0.429 -2.116 0.151 0.2 1.7 -0.3 0.31
H -0.832 0.560 -1.743 0.3 -1.5 -2.1 0.45
H 0.427 1.335 -0.729 -0.1 -0.1 -0.7 0.37
H -1.229 1.771 -0.799 -1.1 2.1 0.4 0.49
H -0.553 0.467 2.364 0.0 0.7 -0.9 0.27
H 0.427 1.133 1.296 3.4 1.0 0.1 0.30
```
Positions in Å, forces in eV/Å.

As for the total energy: -8264.18651 eV. The relative energy (zero: lowest compared OMol25 entry of this formula, charge and spin) is 118.5 kcal/mol. Its structure (SMILES) is CC(C)(N)N=O. Its frontier orbital gap is 8.70 eV. The charge is 0.

***

9.
A molecular structure, C3H8N2O2. Source: OMol25; level of theory: wB97M-V/def2-TZVPD.

Structure (XYZ):
```
15
Properties=species:S:1:pos:R:3:forces:R:3:mulliken_charge:R:1
C -0.098 0.507 -1.132 -1.5 -1.4 -0.3 0.07
C 0.642 -1.071 1.421 4.6 1.5 3.0 -0.72
N -0.554 -0.554 1.899 -1.3 -2.7 -3.5 -0.16
N 1.180 0.960 -1.584 -0.7 -1.1 0.9 -0.41
C -1.149 -1.496 0.942 -2.6 0.2 1.5 0.31
O -0.709 1.466 -0.277 -0.3 -0.1 0.3 -0.54
O -2.124 -2.156 1.018 0.1 0.1 0.0 -0.40
H -1.028 2.206 -0.810 0.2 -0.1 0.1 0.27
H -0.801 0.428 1.842 0.3 0.7 0.0 0.29
H -0.707 0.345 -2.032 0.1 0.3 0.0 0.33
H 1.826 1.217 -0.850 0.2 0.0 -0.7 0.18
H 1.325 1.109 -2.574 0.2 0.0 0.7 0.19
H 1.459 -0.743 2.053 0.3 -0.2 0.6 0.32
H 1.146 -1.639 0.651 -1.4 0.4 -1.2 0.34
H -0.407 -0.579 -0.567 1.8 2.4 -1.1 -0.07
```
Positions in Å, forces in eV/Å.

As for the total energy: -10309.52818 eV. The relative energy (zero: lowest compared OMol25 entry of this formula, charge and spin) is 171.2 kcal/mol. Its frontier orbital gap (alpha / beta) is 8.22 / 7.57 eV. The charge is 0.

***

10.
2 unconnected molecules or ions with the total composition C3H8N2O2. Source: OMol25; level of theory: wB97M-V/def2-TZVPD.

Structure (XYZ):
```
15
Properties=species:S:1:pos:R:3:forces:R:3:mulliken_charge:R:1
C -0.213 -0.475 -0.989 0.3 0.0 0.0 0.81
C -0.005 1.010 -1.151 -0.5 0.1 0.4 -1.13
C 1.027 -1.314 -1.188 -0.1 -0.2 0.0 -1.10
N -0.276 0.294 2.323 1.2 -0.6 0.2 -0.27
O -1.289 -0.959 -0.743 0.0 0.0 0.0 -0.55
N -1.228 1.083 1.909 -1.2 0.6 -0.2 0.25
O -2.360 0.805 2.266 1.1 -0.1 -0.1 -0.47
H 0.682 0.505 2.051 -0.7 0.1 0.0 0.26
H -0.446 -0.523 2.893 -0.4 -0.1 0.1 0.23
H -0.761 1.543 -0.567 0.2 0.0 -0.2 0.35
H 0.998 1.309 -0.850 0.0 0.1 0.0 0.30
H -0.142 1.250 -2.199 0.0 0.1 -0.3 0.39
H 1.838 -0.964 -0.544 0.0 0.0 -0.1 0.30
H 1.358 -1.205 -2.225 0.1 0.0 0.1 0.32
H 0.816 -2.361 -0.986 0.0 0.0 0.0 0.33
```
Positions in Å, forces in eV/Å.

As for the total energy: -10313.57534 eV. The relative energy (zero: lowest compared OMol25 entry of this formula, charge and spin) is 77.9 kcal/mol. Its structure (SMILES) is CC(C)=O.NN=O. Its frontier orbital gap is 10.01 eV. The charge is 0.